11
Properties=species:S:1:pos:R:3:forces:R:3:lowdin_charge:R:1 method="wB97M-V/def2-TZVPD" relative_energy_ev=1.736 energy_ev=-7198.0514 spin_multiplicity=1 largest_force_ha_per_bohr=0.02129 smiles="[H]/N=C/N.C=O" total_charge=0
O -1.374035 0.840294 -1.304941 -0.12 -0.07 0.07 -0.032
C -0.330760 1.337440 -1.630316 0.17 0.22 -0.19 -0.134
H -0.027006 1.357911 -2.694795 0.02 0.02 0.08 0.082
H 0.360742 1.796680 -0.903295 -0.06 -0.14 0.03 0.074
N -0.458759 -1.248758 0.595917 -0.78 -0.75 -0.18 0.083
C 0.784157 -1.068062 1.075007 0.39 0.59 -0.19 -0.404
N 1.313354 0.088683 1.218502 0.00 -0.31 0.20 0.041
H -0.762983 -2.175547 0.345447 0.10 0.16 0.14 0.092
H -1.062282 -0.493761 0.307043 0.32 0.21 0.03 0.063
H 1.309190 -1.997552 1.293349 -0.03 -0.12 0.11 0.112
H 2.229981 -0.035663 1.639900 0.00 0.18 -0.11 0.023